Here is a 6-piece molecular cluster, C30H31BF6O22 overall from the OMol25 dataset. Energies are from wB97M-V/def2-TZVPD.

Results
**Total charge**: 0
**SMILES**: CB(O)[C@@](CC(=O)OC(C)=O)(OC(=O)CC(=O)F)c1ccccc1.O=C1OC[C@@H](F)O1.O=C1OC[C@@H](F)O1.O=C1OC[C@@H](F)O1.O=C1OC[C@@H](F)O1.O=C1OC[C@@H](F)O1
**DFT total energy**: -3441.26399 Eh

Last column: Löwdin charge in e.
Geometry (Å):
C1 4.2359 -0.2947 4.3349  0.019
B1 4.1964 0.1995 2.8352  -0.445
O1 4.8270 1.3587 2.4833  0.177
C2 3.4110 -0.6066 1.6533  -0.257
C3 2.4935 -1.6791 2.2596  -0.001
C4 1.7975 -2.5646 1.2519  -0.380
O2 2.0727 -2.6850 0.0911  0.175
O3 0.7071 -3.2526 1.7808  0.083
C5 -0.0817 -3.8269 0.7749  -0.461
C6 -1.2656 -3.1229 0.1707  0.040
O4 0.1952 -4.9281 0.3729  0.146
O5 2.7521 0.3405 0.7659  0.046
C7 1.4882 0.6572 1.1253  -0.433
O6 1.1560 1.0510 2.2130  0.157
C8 0.4141 0.5459 0.0236  0.047
C9 0.9834 0.2144 -1.3388  -0.447
O7 0.6785 -0.7665 -1.9513  0.153
F1 1.8497 1.1155 -1.8209  0.130
C10 4.5305 -1.2492 0.8252  -0.158
C11 5.5896 -1.8698 1.4407  -0.033
C12 6.6067 -2.4217 0.7071  -0.080
C13 6.6002 -2.4095 -0.6611  -0.079
C14 5.5252 -1.8107 -1.2792  -0.065
C15 4.5273 -1.2368 -0.5518  -0.024
H1 4.6936 -1.2915 4.3383  0.066
H2 4.7765 0.4016 4.9735  0.072
H3 3.1998 -0.4353 4.6651  0.075
H4 5.0986 1.3106 1.5575  0.116
H5 3.1381 -2.3374 2.8546  0.150
H6 1.7696 -1.2863 2.9766  0.134
H7 -2.1240 -3.0978 0.8517  0.100
H8 -1.0644 -2.0845 -0.1047  0.068
H9 -1.5997 -3.6252 -0.7332  0.090
H10 -0.0421 1.5384 -0.0429  0.106
H11 -0.3039 -0.1893 0.3747  0.128
H12 5.6822 -1.9574 2.5185  0.114
H13 7.4498 -2.8814 1.2125  0.111
H14 7.4000 -2.8374 -1.2502  0.108
H15 5.5115 -1.8141 -2.3633  0.113
H16 3.7069 -0.7729 -1.0836  0.113
O8 -0.8493 2.9821 -1.3354  0.170
C16 -0.9453 3.9411 -0.6428  -0.539
O9 -1.7252 4.0106 0.4610  0.085
C17 -1.4614 5.2673 1.0946  -0.043
C18 -0.9329 6.0891 -0.0532  -0.318
F2 -0.0120 6.9924 0.3646  0.073
O10 -0.2891 5.1138 -0.8572  0.132
H17 -0.7177 5.1293 1.8809  0.149
H18 -2.3653 5.6839 1.5317  0.143
H19 -1.7003 6.5963 -0.6398  0.174
O11 -2.6852 -2.9466 5.8093  0.187
C19 -2.2841 -3.9403 5.3107  -0.546
O12 -2.3685 -4.2254 3.9844  0.066
C20 -1.6528 -5.4438 3.7635  -0.058
C21 -1.6836 -6.0827 5.1272  -0.315
F3 -0.5707 -6.8212 5.3579  0.078
O13 -1.6796 -4.9602 5.9912  0.134
H20 -0.6367 -5.2155 3.4361  0.136
H21 -2.1394 -6.0518 3.0041  0.144
H22 -2.5684 -6.6915 5.3229  0.174
O14 3.0047 10.9236 -3.3743  0.190
C22 2.6064 9.8634 -3.0387  -0.545
O15 3.3524 8.9254 -2.3986  0.075
C23 2.4795 7.8488 -2.0458  -0.055
C24 1.3610 8.0133 -3.0426  -0.310
F4 0.1700 7.6185 -2.5237  0.070
O16 1.3322 9.4116 -3.2496  0.135
H23 2.1369 7.9780 -1.0182  0.137
H24 2.9848 6.8898 -2.1324  0.143
H25 1.5265 7.5067 -3.9951  0.176
O17 -3.9368 -2.2312 -1.6800  0.158
C25 -3.3677 -2.3292 -2.7171  -0.557
O18 -2.6530 -1.3353 -3.2874  0.080
C26 -2.0138 -1.8790 -4.4470  -0.046
C27 -2.9003 -3.0564 -4.7674  -0.308
F5 -2.1982 -4.0750 -5.3190  0.079
O19 -3.3593 -3.4528 -3.4841  0.138
H26 -0.9969 -2.1833 -4.1929  0.144
H27 -1.9739 -1.1486 -5.2511  0.143
H28 -3.7558 -2.8204 -5.4027  0.176
O20 -7.9427 -0.2091 -4.5529  0.181
C28 -7.8200 -0.5033 -3.4135  -0.549
O21 -6.7028 -1.0586 -2.8792  0.066
C29 -6.8975 -1.1350 -1.4634  -0.065
C30 -8.3990 -1.1248 -1.3503  -0.315
F6 -8.8103 -0.5145 -0.2109  0.074
O22 -8.7865 -0.3358 -2.4620  0.133
H29 -6.4410 -0.2667 -0.9865  0.149
H30 -6.4488 -2.0361 -1.0549  0.129
H31 -8.8656 -2.1091 -1.4217  0.174

Atoms 1-2, force components in eV/Å:
C -0.40 0.08 -0.84
B -0.40 0.43 0.25